[1]
Molecular formula: C27H43N4O2OsP2Si
Method: DFT, ωB97M-V with the def2-TZVPD basis set

F_max   0.37 eV/Å
Molar mass   735.931 g mol⁻¹
Gap between HOMO and LUMO (spin up / spin down)   5.99 / 5.99 eV

Structure (ORCA input):
```
! wB97M-V def2-TZVPD RIJCOSX def2/J DEFGRID3
* xyz 3 1
Os -0.145 1.121 0.201
C -1.747 -1.448 1.595
P -0.785 -1.128 0.106
C 0.801 -2.002 0.305
N 0.759 -3.263 0.668
C 1.931 -3.928 0.751
C 1.939 -5.289 1.126
C 3.127 -5.948 1.193
C 4.360 -5.290 0.899
C 4.391 -3.979 0.542
C 3.175 -3.265 0.455
N 3.185 -1.962 0.107
C 2.021 -1.356 0.033
P 2.046 0.400 -0.373
C 3.376 1.159 0.561
C 2.081 0.797 -2.171
C 2.987 2.002 -2.446
C 2.564 -0.420 -2.968
C 0.617 1.185 -2.454
C -1.648 -1.949 -1.329
C -2.236 -3.270 -0.794
C -2.781 -1.072 -1.875
C -0.647 -2.264 -2.449
H -1.756 -2.522 1.772
H -2.771 -1.092 1.472
H -1.283 -0.952 2.444
H 0.998 -5.773 1.347
H 3.144 -6.993 1.474
H 5.283 -5.851 0.966
H 5.314 -3.463 0.319
H 3.426 2.231 0.373
H 4.309 0.687 0.244
H 3.234 0.963 1.623
H 4.034 1.769 -2.255
H 2.710 2.883 -1.862
H 2.896 2.264 -3.501
H 3.598 -0.657 -2.713
H 2.532 -0.180 -4.032
H 1.960 -1.315 -2.798
H 0.460 2.265 -2.397
H -0.130 0.615 -1.828
H 0.281 0.854 -3.442
H -3.059 -3.106 -0.100
H -1.487 -3.904 -0.322
H -2.640 -3.809 -1.652
H -3.503 -0.783 -1.107
H -3.331 -1.655 -2.615
H -2.403 -0.186 -2.395
H 0.178 -2.893 -2.113
H -0.250 -1.365 -2.921
H -1.176 -2.817 -3.225
C 1.813 1.953 4.013
Si 0.002 1.759 3.724
C -0.740 0.323 4.605
C -1.010 3.301 3.763
O -0.022 1.415 1.943
H 1.962 2.305 5.038
H 2.269 2.696 3.356
H 2.357 1.010 3.937
H -0.608 0.521 5.674
H -0.234 -0.624 4.408
H -1.813 0.214 4.443
H -1.080 3.639 4.802
H -2.034 3.141 3.422
H -0.558 4.118 3.199
N -5.761 2.167 -1.527
C -4.912 3.041 -2.120
O -5.086 3.590 -3.177
C -3.580 3.277 -1.428
C -3.065 4.571 -1.416
C -1.801 4.798 -0.885
C -1.060 3.715 -0.474
N -1.533 2.448 -0.547
C -2.796 2.239 -0.972
H -6.662 2.063 -1.973
H -5.749 2.052 -0.527
H -3.659 5.378 -1.828
H -1.383 5.793 -0.817
H -0.050 3.835 -0.088
H -3.146 1.216 -0.983
*
```

***

[2]
Molecular formula: C29H16F9KNO4PS3
Method: DFT, ωB97M-V with the def2-TZVPD basis set

F_max   1.36 eV/Å
Molar mass   779.705 g mol⁻¹
Gap between HOMO and LUMO   4.64 eV

Structure (ORCA input):
```
! wB97M-V def2-TZVPD RIJCOSX def2/J DEFGRID3
* xyz -2 1
K -0.182 -3.209 -0.866
S 5.055 -3.505 -0.382
C 3.370 -3.531 -0.574
S 2.350 -3.103 0.790
S 2.649 -3.961 -2.095
O -1.824 -1.339 -0.917
C -3.033 -1.282 -0.790
C -3.981 -2.378 -0.892
C -5.326 -2.033 -0.870
C -6.302 -2.993 -1.047
C -5.947 -4.341 -1.267
C -4.640 -4.709 -1.283
C -3.562 -3.764 -1.061
O -2.373 -4.124 -1.018
N -7.686 -2.615 -1.025
O -8.532 -3.483 -1.206
O -7.976 -1.441 -0.833
H -3.513 -0.298 -0.596
H -5.620 -1.001 -0.725
H -6.734 -5.066 -1.418
H -4.353 -5.740 -1.443
F 7.304 2.230 1.121
C 7.047 1.047 0.507
F 7.710 1.079 -0.670
F 7.647 0.099 1.254
C 5.581 0.807 0.324
C 4.657 1.498 1.103
C 3.307 1.260 0.927
C 2.872 0.331 -0.018
C 3.804 -0.381 -0.764
C 5.162 -0.142 -0.594
P 1.112 0.025 -0.427
C 0.729 1.711 -1.103
C 0.515 2.875 -0.365
C 0.319 4.091 -0.994
C 0.341 4.162 -2.383
C 0.553 3.019 -3.137
C 0.737 1.803 -2.493
C 0.091 5.480 -3.044
F 0.751 6.490 -2.437
F 0.463 5.493 -4.339
F -1.220 5.824 -3.019
C 0.316 0.129 1.225
C -0.959 0.667 1.380
C -1.595 0.660 2.612
C -0.957 0.095 3.706
C 0.303 -0.474 3.560
C 0.936 -0.461 2.330
C -1.607 0.072 5.052
F -0.814 0.607 6.011
F -2.766 0.763 5.086
F -1.895 -1.181 5.466
H 4.993 2.221 1.834
H 2.590 1.800 1.533
H 3.484 -1.163 -1.445
H 5.872 -0.732 -1.158
H 0.505 2.833 0.717
H 0.161 4.988 -0.408
H 0.571 3.070 -4.217
H 0.896 0.905 -3.080
H -1.473 1.095 0.528
H -2.583 1.090 2.716
H 0.794 -0.937 4.407
H 1.905 -0.934 2.212
*
```

***

[3]
Molecular formula: C4H11N3
Method: DFT, ωB97M-V with the def2-TZVPD basis set

F_max   4.96 eV/Å
Molar mass   101.153 g mol⁻¹
Gap between HOMO and LUMO   9.48 eV

Structure (ORCA input):
```
! wB97M-V def2-TZVPD RIJCOSX def2/J DEFGRID3
* xyz 0 1
N -1.496 2.235 -0.508
C -1.725 0.911 -0.515
N -1.400 0.234 0.589
C -0.804 -1.094 0.626
C 0.475 -1.315 -0.250
C 1.500 -0.296 0.126
N 2.968 -0.725 -0.017
H -1.216 2.479 0.381
H -2.156 2.868 -0.930
H -2.193 0.373 -1.445
H -1.649 -1.840 0.383
H -0.378 -1.273 1.574
H 0.764 -2.394 -0.168
H 0.167 -0.922 -1.333
H 1.283 0.558 -0.563
H 1.274 0.064 1.175
H 3.693 -0.074 -0.233
H 3.227 -1.290 0.789
*
```